Entry 1:
A single C4H6N2 molecule. Source: the OMol25 dataset; level of theory: ωB97M-V with the def2-TZVPD basis set.

The value obtained for the max |F| is 0.7 eV Å⁻¹. The LUMO energy (spin up / spin down) is 0.5 / 0.4 eV. Its total energy is -7221.3654 eV. As for the spin multiplicity: 1. The frontier orbital gap (spin up / spin down) comes out at 8.058 / 7.625 eV.

```
12
Properties=species:S:1:pos:R:3:nbo_charge:R:1
H 2.27480 -0.60498 -0.93927 0.217
C 1.30868 -0.25202 -0.59097 -0.296
H -1.89179 -1.11619 -0.25909 0.199
H 0.55521 -0.24855 -1.43048 0.181
C -1.64729 -0.14263 0.14715 -0.257
N 1.29914 1.17892 -0.18644 -0.345
H 0.21316 -1.96724 0.40401 0.182
H -0.15211 2.16869 0.98113 0.204
C 0.57073 -0.94500 0.51134 -0.214
C 0.26373 1.27536 0.52422 0.232
N -0.42282 -0.00073 0.61658 -0.298
H -2.37144 0.65436 0.22182 0.194
```

***

Entry 2:
A single C4H5ClO molecule in a non-equilibrium geometry. Source: the OMol25 dataset; level of theory: ωB97M-V with the def2-TZVPD basis set.

The value obtained for the max |F| is 4.3 eV Å⁻¹. The LUMO energy is 0.7 eV. Its total energy is -18797.4242 eV. As for the spin multiplicity: 1. The frontier orbital gap comes out at 10.376 eV. As for the structure (SMILES): O=CC/C=C\Cl.

```
11
Properties=species:S:1:pos:R:3:nbo_charge:R:1
H -1.08396 -0.17245 -0.13945 0.255
C 0.68124 -0.38026 0.89014 -0.193
H 1.66556 1.47480 1.32465 0.208
H 1.43489 -0.91221 1.48433 0.225
C -0.40451 -1.07111 0.24473 -0.570
H -0.88034 -1.79188 0.89681 0.249
C -0.08387 -1.64510 -1.04911 0.449
O -0.47298 -2.70935 -1.43806 -0.510
C 0.91066 0.97467 0.83933 -0.179
H 0.44826 -0.90615 -1.66193 0.103
Cl -0.26010 2.15962 0.23821 -0.038
```

***

Entry 3:
A single C5H3N molecule in a non-equilibrium geometry. Source: the OMol25 dataset; level of theory: ωB97M-V with the def2-TZVPD basis set.

The value obtained for the max |F| is 3.9 eV Å⁻¹. The LUMO energy (spin up / spin down) is -1.9 / -1.9 eV. Its total energy is -6717.5850 eV. As for the spin multiplicity: 1. The frontier orbital gap (spin up / spin down) comes out at 8.734 / 8.735 eV.

```
9
Properties=species:S:1:pos:R:3:nbo_charge:R:1
C 2.20332 -1.92858 -1.22220 0.134
C 1.33918 -1.56703 -0.38356 -0.423
C -0.44185 0.05704 -0.57489 -0.586
H 0.28533 0.80721 -0.04403 0.284
C 0.01338 -1.33289 -0.22291 0.074
H -0.71041 -2.07806 0.18832 0.248
H -0.43628 0.43394 -1.56311 0.291
C -1.70740 0.31508 0.03474 0.263
N -2.71307 0.03442 0.52377 -0.286
```